1.
This record from the OMol25 dataset describes a structure of composition C24H19BaO5P at a distorted geometry. The level of theory is ωB97M-V/def2-TZVPD.

Calculated values
Spin multiplicity = 1
Charge = +2
Lowest unoccupied orbital energy = -6.9 eV
HOMO-LUMO gap = 7.0 eV

Atoms and positions in Å:
1 Ba 0.098 -0.818 -0.045
2 O 0.116 3.211 0.610
3 C 0.135 2.236 -0.010
4 C -0.352 -3.862 -0.305
5 O -0.447 -4.907 0.166
6 C 2.966 0.056 -0.222
7 O 3.988 0.246 0.280
8 C -2.720 0.253 -0.310
9 O -3.707 0.621 0.153
10 C 0.058 0.385 -2.600
11 H -0.836 1.023 -2.544
12 H 1.022 0.914 -2.526
13 C -0.016 -0.939 -2.856
14 H 0.893 -1.555 -3.013
15 H -0.984 -1.459 -2.997
16 O 0.089 -1.319 2.446
17 P 0.060 -0.471 3.726
18 C 1.639 0.381 3.831
19 C 2.758 -0.383 4.198
20 C 3.987 0.217 4.435
21 C 4.129 1.606 4.280
22 C 3.028 2.349 3.848
23 C 1.798 1.747 3.582
24 C -1.553 0.343 3.761
25 C -2.663 -0.512 3.784
26 C -3.923 0.000 4.073
27 C -4.070 1.377 4.299
28 C -2.951 2.225 4.248
29 C -1.680 1.709 3.996
30 C 0.034 -1.285 5.359
31 C -0.098 -2.658 5.562
32 C -0.163 -3.132 6.872
33 C -0.099 -2.276 7.972
34 C 0.036 -0.903 7.766
35 C 0.108 -0.412 6.462
36 H 2.646 -1.459 4.348
37 H 4.816 -0.409 4.753
38 H 5.088 2.092 4.468
39 H 3.099 3.433 3.740
40 H 0.957 2.337 3.221
41 H -2.531 -1.580 3.613
42 H -4.757 -0.691 4.127
43 H -5.051 1.792 4.545
44 H -3.048 3.291 4.442
45 H -0.800 2.352 4.016
46 H -0.136 -3.328 4.704
47 H -0.253 -4.198 7.023
48 H -0.134 -2.663 8.985
49 H 0.102 -0.204 8.598
50 H 0.240 0.660 6.299

Quick look at the Mulliken charges, all values in e:
1. Ba 1.81
2. O -0.06
3. C 0.15
4. C -0.03
5. O -0.01
6. C 0.01
7. O -0.01
8. C 0.05
9. O -0.02
10. C -0.49
11. H 0.33
12. H 0.37
13. C -0.78
14. H 0.39
15. H 0.34
16. O -0.98
17. P 0.69
18. C 0.94
19. C -0.63
20. C -0.67
21. C -0.59
22. C -0.75
23. C -0.12
24. C 1.14
25. C -0.74
26. C -0.64
27. C -0.58
28. C -0.71
29. C -0.25
30. C 0.34
31. C -0.19
32. C -0.56
33. C -0.51
34. C -0.62
35. C -0.55
36. H 0.46
37. H 0.46
38. H 0.44
39. H 0.43
40. H 0.08
41. H 0.42
42. H 0.47
43. H 0.42
44. H 0.44
45. H 0.33
46. H 0.41
47. H 0.43
48. H 0.42
49. H 0.44
50. H 0.30

***

2.
This record from the OMol25 dataset describes a structure of composition C24H19Br2IO2S4TeV at a distorted geometry. The level of theory is ωB97M-V/def2-TZVPD.

Calculated values
Spin multiplicity = 4
ΔE to the lowest compared entry with this formula, charge and spin = 48.8 kJ/mol
Charge = -2
Lowest unoccupied orbital energy (spin up / spin down) = 3.9 / 3.9 eV
HOMO-LUMO gap (spin up / spin down) = 4.0 / 4.3 eV

Atoms and positions in Å:
1 V 0.192 0.387 -0.340
2 Br 0.026 -0.204 -2.695
3 C -0.299 3.216 -3.396
4 Br -0.021 3.081 -1.488
5 H -1.151 3.893 -3.506
6 H 0.620 3.653 -3.794
7 O 4.151 5.071 2.656
8 C 3.458 4.196 2.181
9 S 1.741 4.003 2.532
10 C 1.484 2.567 1.561
11 C 2.545 2.091 0.886
12 S 2.475 0.621 -0.044
13 S 4.050 2.968 1.061
14 S -0.055 1.766 1.547
15 I -2.668 0.194 -0.042
16 C -2.433 -0.681 1.865
17 C -3.528 -0.506 2.673
18 C -3.439 -0.742 4.056
19 C -2.230 -1.053 4.603
20 C -1.091 -1.255 3.791
21 C 0.168 -1.498 4.405
22 C 1.286 -1.693 3.641
23 C 1.184 -1.767 2.252
24 C -0.023 -1.568 1.594
25 C -1.195 -1.182 2.372
26 H -4.448 -0.130 2.246
27 H -4.313 -0.607 4.682
28 H -2.114 -1.125 5.678
29 H 0.224 -1.503 5.488
30 H 2.248 -1.849 4.115
31 H 2.047 -2.030 1.656
32 C 4.636 -7.794 0.900
33 C 3.851 -6.542 0.598
34 C 2.580 -6.605 0.047
35 C 1.862 -5.453 -0.275
36 C 0.478 -5.606 -0.865
37 C 2.437 -4.191 -0.057
38 Te 1.563 -2.478 -1.079
39 C 3.702 -4.114 0.548
40 C 4.355 -2.799 0.911
41 C 4.386 -5.289 0.862
42 H 4.106 -8.682 0.551
43 H 4.809 -7.906 1.974
44 H 5.614 -7.770 0.414
45 H 2.133 -7.576 -0.152
46 H 0.083 -6.603 -0.654
47 H 0.498 -5.464 -1.949
48 H -0.212 -4.859 -0.474
49 H 4.036 -1.986 0.263
50 H 5.443 -2.880 0.861
51 H 4.094 -2.519 1.935
52 H 5.372 -5.216 1.316
53 O -1.264 -2.366 -0.271
54 C -0.178 -1.980 0.198

Quick look at the Mulliken charges, all values in e:
1. V 0.31
2. Br -0.54
3. C -0.86
4. Br 0.09
5. H 0.12
6. H 0.11
7. O -0.66
8. C 0.59
9. S -0.19
10. C 0.08
11. C 0.21
12. S -0.30
13. S -0.20
14. S -0.37
15. I 0.16
16. C -0.19
17. C -0.79
18. C -0.54
19. C -0.86
20. C 0.99
21. C -1.03
22. C -0.92
23. C 0.07
24. C 1.25
25. C 0.83
26. H 0.35
27. H 0.36
28. H 0.33
29. H 0.33
30. H 0.39
31. H -0.19
32. C -1.46
33. C 0.82
34. C -0.99
35. C 0.58
36. C -1.39
37. C -0.25
38. Te 0.67
39. C 1.36
40. C -1.83
41. C -0.85
42. H 0.34
43. H 0.30
44. H 0.33
45. H 0.24
46. H 0.38
47. H 0.30
48. H 0.26
49. H 0.23
50. H 0.50
51. H 0.22
52. H 0.35
53. O -0.69
54. C -0.36

***

3.
This record from the OMol25 dataset describes an isolated molecule of C24H19BrN2O3 at a distorted geometry. The level of theory is ωB97M-V/def2-TZVPD.

Calculated values
Spin multiplicity = 1
ΔE to the lowest compared entry with this formula, charge and spin = 636.3 kJ/mol
SMILES string = Cc1ccc(-c2c(Br)c(=O)c3cc([N+](=O)[O-])ccc3n2[C@@H](C)c2ccccc2)cc1
Lowest unoccupied orbital energy = -0.9 eV
HOMO-LUMO gap = 7.7 eV

Atoms and positions in Å:
1 O 4.089 1.941 0.044
2 O 1.539 3.061 -5.753
3 O 3.258 3.924 -4.636
4 Br 4.517 -0.762 1.277
5 C 3.084 1.306 -0.158
6 C 2.859 -0.003 0.571
7 C 1.549 -0.502 0.630
8 C -4.243 0.985 -1.140
9 C -3.587 2.085 -0.816
10 C -3.769 -0.172 -0.581
11 C 1.774 -2.381 2.322
12 C 0.105 -2.405 0.514
13 C 0.089 1.327 -2.302
14 C 0.441 2.105 -3.434
15 C 2.581 2.532 -2.324
16 C 1.081 -3.456 2.899
17 C -0.499 -3.578 1.043
18 C -2.361 2.216 -0.098
19 C -2.593 -0.256 0.122
20 C 1.153 -1.748 1.195
21 C 2.159 1.745 -1.244
22 C 0.879 1.189 -1.137
23 C 1.723 2.745 -3.456
24 C 0.004 -4.106 2.270
25 C -1.785 0.957 0.227
26 N 0.582 0.358 -0.059
27 N 2.197 3.330 -4.699
28 C -0.566 -5.226 3.108
29 C -0.203 2.095 1.801
30 C -0.453 0.856 0.886
31 H -5.183 1.023 -1.642
32 H -3.899 3.051 -1.166
33 H -4.253 -1.102 -0.564
34 H 2.718 -1.894 2.749
35 H -0.448 -2.007 -0.312
36 H -0.827 0.850 -2.160
37 H -0.166 2.200 -4.318
38 H 3.566 3.038 -2.392
39 H 1.542 -3.923 3.748
40 H -1.323 -4.019 0.558
41 H -1.992 3.151 0.195
42 H -2.165 -1.150 0.582
43 H -1.073 -5.873 2.352
44 H 0.264 -5.825 3.552
45 H -1.262 -4.829 3.922
46 H -1.111 2.062 2.459
47 H -0.024 3.008 1.319
48 H 0.782 2.002 2.439
49 H -0.750 0.073 1.603

Quick look at the Mulliken charges, all values in e:
1. O -0.60
2. O -0.57
3. O -0.57
4. Br -0.17
5. C 0.04
6. C -0.51
7. C 0.92
8. C -1.09
9. C -0.41
10. C -0.24
11. C -0.78
12. C -0.46
13. C -0.39
14. C -1.17
15. C -0.42
16. C -0.97
17. C -0.98
18. C -0.49
19. C -0.72
20. C 0.02
21. C 0.64
22. C 0.31
23. C 0.05
24. C 0.94
25. C 0.00
26. N 0.74
27. N 0.90
28. C -1.26
29. C -1.95
30. C 0.84
31. H 0.45
32. H 0.35
33. H 0.45
34. H 0.14
35. H 0.98
36. H 0.75
37. H 0.48
38. H 0.51
39. H 0.34
40. H 0.44
41. H 0.46
42. H 0.42
43. H 0.35
44. H 0.37
45. H 0.24
46. H 0.47
47. H 0.42
48. H 0.30
49. H 0.44

***

4.
This record from the OMol25 dataset describes a structure of composition C24H19ClN5NaO5. The level of theory is ωB97M-V/def2-TZVPD.

Calculated values
Spin multiplicity = 1
ΔE to the lowest compared entry with this formula, charge and spin = 40.7 kJ/mol
Charge = -2
Lowest unoccupied orbital energy = 4.1 eV
HOMO-LUMO gap = 5.9 eV

Atoms and positions in Å:
1 Na -0.463 0.320 -1.458
2 Cl -1.344 4.520 4.206
3 C -1.714 3.524 2.791
4 C -2.343 4.099 1.681
5 C -2.615 3.348 0.568
6 C -2.272 1.950 0.468
7 O -2.459 1.299 -0.592
8 C -1.675 1.392 1.658
9 C -1.258 -0.003 1.734
10 N -1.660 -0.924 0.948
11 C -1.185 -2.222 1.117
12 C -1.057 -2.875 2.313
13 C -0.570 -4.206 2.363
14 C -0.222 -4.871 1.228
15 C -0.364 -4.230 -0.035
16 C -0.003 -4.851 -1.256
17 C -0.154 -4.174 -2.423
18 C -0.688 -2.860 -2.380
19 N -1.043 -2.259 -1.283
20 C -0.864 -2.923 -0.100
21 C -1.378 2.193 2.762
22 H -2.600 5.153 1.701
23 H -3.071 3.795 -0.306
24 H -0.526 -0.226 2.527
25 H -1.345 -2.362 3.222
26 H -0.469 -4.692 3.327
27 H 0.163 -5.883 1.265
28 H 0.404 -5.858 -1.239
29 H 0.129 -4.606 -3.374
30 H -0.801 -2.293 -3.300
31 H -0.862 1.746 3.607
32 O 1.496 -1.225 -0.888
33 N 2.416 -0.677 -0.248
34 N 2.090 0.507 0.198
35 O 0.923 1.050 0.007
36 C 3.057 1.213 0.959
37 C 4.368 0.764 1.106
38 C 5.255 1.501 1.873
39 C 4.856 2.680 2.498
40 C 3.548 3.114 2.338
41 C 2.642 2.392 1.570
42 H 4.672 -0.151 0.619
43 H 6.274 1.145 1.975
44 H 5.556 3.250 3.097
45 H 3.208 4.027 2.813
46 H 1.619 2.706 1.426
47 N -3.180 0.333 -3.995
48 C -2.291 0.854 -5.031
49 C -0.786 0.973 -4.727
50 O -0.104 1.486 -5.635
51 O -0.415 0.591 -3.587
52 H -3.065 0.905 -3.161
53 H -2.814 -0.564 -3.691
54 H -2.631 1.854 -5.317
55 H -2.383 0.250 -5.939

Quick look at the Mulliken charges, all values in e:
1. Na 1.15
2. Cl -0.32
3. C 0.19
4. C -0.41
5. C -0.77
6. C 0.08
7. O -0.81
8. C 0.99
9. C -0.36
10. N -0.30
11. C -0.15
12. C -0.25
13. C -0.61
14. C -0.94
15. C 1.25
16. C -0.81
17. C -0.78
18. C 0.04
19. N -0.14
20. C 0.29
21. C -0.77
22. H 0.36
23. H 0.38
24. H 0.28
25. H 0.50
26. H 0.35
27. H 0.33
28. H 0.36
29. H 0.39
30. H 0.35
31. H 0.37
32. O -0.29
33. N -0.76
34. N 0.78
35. O -0.75
36. C 0.21
37. C -0.41
38. C -0.33
39. C -0.49
40. C -0.48
41. C -0.40
42. H 0.44
43. H 0.33
44. H 0.35
45. H 0.36
46. H 0.43
47. N -0.78
48. C -0.46
49. C 0.37
50. O -0.83
51. O -0.78
52. H 0.35
53. H 0.34
54. H 0.29
55. H 0.26